Record 1
This record from the OMol25 dataset describes C5H6BiLiO4 as an isolated structure. The level of theory is the ωB97M-V functional and the def2-TZVPD basis.

```
17
Properties=species:S:1:pos:R:3:forces:R:3
O 0.127386 -2.153586 1.208773 2.18 -2.11 -0.34
C -0.910989 -1.563463 1.613496 -4.51 4.30 2.01
O -1.471456 -1.772227 2.679618 1.29 -0.77 -1.55
O -1.293168 -0.492961 0.807241 1.97 -2.92 -0.59
C -2.360290 0.230025 1.175990 -3.45 2.46 -1.53
C -2.881068 1.149143 0.145358 2.17 1.29 0.90
Li -0.161750 -3.273494 3.021976 -0.36 -0.31 0.85
H -2.318737 0.560688 2.221745 -0.86 -0.43 -0.28
H -3.586209 -0.037056 0.545678 1.64 -1.33 2.41
H -3.656064 1.785378 0.592549 -0.08 -0.33 -0.88
H -2.794975 0.751338 -0.870603 -0.57 0.57 0.18
Bi 1.437893 -2.116249 -0.358402 0.94 0.07 -1.26
C -1.561369 2.743122 -0.184684 0.28 -1.03 0.46
C -2.080684 3.757030 -0.945983 -0.94 1.81 -1.26
O -2.558017 4.583288 -1.568719 0.79 -1.60 1.12
H -0.729589 2.238617 -0.691711 -0.27 0.31 -0.01
H -1.274258 3.099426 0.812452 -0.22 0.01 -0.22
```
Forces are in eV/Å.

net charge	+3
HOMO energy (spin up / spin down)	-19.55 / -19.55	eV
relative energy (zero: lowest compared OMol25 entry of this formula, charge and spin)	23.1	kcal/mol
max |F|	6.55	eV/A
frontier orbital gap (spin up / spin down)	0.15761 / 0.16473	Ha
<S²>	0.752
multiplicity	2

Record 2
This record from the OMol25 dataset describes C46H67N4O6Sr as an isolated structure. The level of theory is the ωB97M-V functional and the def2-TZVPD basis.

```
124
Properties=species:S:1:pos:R:3:forces:R:3
Sr -0.594094 -0.677923 -1.123340 0.70 1.36 -2.68
C 1.596506 -4.295523 5.516060 0.10 0.09 -0.13
C 2.406306 -3.618723 4.402360 0.06 0.02 0.21
C 3.557306 -4.550923 3.985360 -0.16 0.12 0.02
C 3.029006 -2.333423 4.956360 -0.15 -0.19 -0.11
C 1.497006 -3.348423 3.207260 0.03 0.72 0.17
C 1.111706 -2.082523 2.822760 0.43 -0.40 0.50
C 0.393806 -1.879623 1.626760 -0.27 0.54 -0.29
N -0.035094 -0.720623 1.142960 0.04 -1.04 1.13
C 0.307906 0.517777 1.633960 0.41 0.72 0.33
C -0.062994 1.028077 2.864660 -0.12 -0.05 -0.13
C 0.296506 2.321577 3.230060 0.15 0.10 0.02
C 1.220706 2.961477 2.417560 -0.23 -0.08 0.18
C 1.646806 2.479777 1.185160 0.04 -0.15 -0.12
C 1.035506 1.300777 0.665660 0.23 0.12 0.78
O 1.108706 0.881477 -0.549740 0.52 0.30 -0.17
C 2.806106 3.219977 0.522060 0.19 0.05 -0.06
C 2.495506 4.717077 0.366960 0.02 -0.21 0.03
C 3.173506 2.645277 -0.844140 0.00 0.07 0.07
C 4.039006 3.071277 1.432760 -0.13 0.02 -0.10
C -0.277994 3.051977 4.433460 -0.06 0.07 0.18
C -0.779294 4.432877 3.981460 0.05 -0.12 0.10
C 0.799806 3.230877 5.510460 -0.19 0.01 -0.11
C -1.482294 2.320877 5.033560 0.20 0.08 -0.07
C 0.215606 -2.992523 0.709660 0.22 -0.23 0.03
O -0.027394 -2.746223 -0.516740 0.48 -1.71 0.71
C 0.383306 -4.303423 1.243260 0.00 -0.38 0.14
C 1.023606 -4.442023 2.455260 -0.22 -0.18 -0.47
C -0.068094 -5.490523 0.405060 -0.05 -0.20 -0.09
C -1.501394 -5.249223 -0.088540 0.14 0.11 -0.01
C -0.065494 -6.813823 1.181760 0.10 0.29 -0.09
C 0.877906 -5.616623 -0.796640 -0.09 0.06 0.05
H 2.237506 -4.549123 6.360460 0.06 -0.04 0.10
H 0.810706 -3.627523 5.861060 -0.12 0.05 0.07
H 1.131906 -5.206623 5.147560 -0.08 -0.14 0.01
H 4.260106 -4.677023 4.809460 0.04 0.00 0.09
H 3.191406 -5.535323 3.706860 -0.02 -0.13 -0.07
H 4.094006 -4.135623 3.135360 0.08 0.04 -0.10
H 3.717406 -2.571523 5.767060 0.04 -0.04 0.07
H 3.581606 -1.810723 4.179660 0.07 0.12 -0.07
H 2.267006 -1.665723 5.349060 -0.08 0.14 0.04
H 1.371106 -1.203923 3.393360 0.10 0.05 0.07
H -0.674594 0.409677 3.506060 -0.15 -0.04 0.03
H 1.634706 3.900377 2.757660 0.01 0.15 0.01
H 1.517306 4.853377 -0.083340 -0.12 0.08 -0.10
H 2.500606 5.223577 1.328760 -0.04 0.11 0.13
H 3.246006 5.193077 -0.262940 0.10 0.07 -0.08
H 2.354906 2.775377 -1.542740 -0.04 -0.06 -0.16
H 4.060606 3.150577 -1.228640 0.11 0.13 -0.01
H 3.375106 1.581277 -0.765340 0.02 -0.07 -0.09
H 3.841406 3.445677 2.434860 -0.03 0.05 0.11
H 4.319906 2.023577 1.516660 0.05 -0.13 0.01
H 4.880406 3.627477 1.020260 0.14 0.06 -0.07
H 0.038406 5.052977 3.625860 0.07 0.11 -0.08
H -1.494294 4.315177 3.170260 -0.09 0.05 -0.10
H -1.266194 4.952877 4.808360 -0.03 0.05 0.08
H 1.658606 3.758177 5.101260 0.12 0.06 0.00
H 0.408506 3.804177 6.351160 -0.01 0.07 0.14
H 1.138106 2.262777 5.873860 0.05 -0.11 0.05
H -2.224294 2.125177 4.261760 -0.10 -0.07 -0.03
H -1.194094 1.378077 5.492160 0.00 -0.16 0.04
H -1.942494 2.944377 5.801060 -0.02 0.01 0.08
H 1.207606 -5.436623 2.830860 0.02 -0.14 0.02
H -2.187894 -5.219723 0.754860 -0.13 -0.01 0.12
H -1.569594 -4.302423 -0.615540 -0.13 -0.02 -0.07
H -1.811494 -6.053223 -0.755840 -0.03 -0.12 -0.07
H -0.640194 -6.720923 2.101960 -0.06 -0.04 0.11
H -0.523694 -7.591123 0.569560 -0.01 -0.04 -0.05
H 0.944706 -7.136723 1.428960 0.11 -0.05 0.08
H 0.870106 -4.683923 -1.353140 0.04 0.01 -0.11
H 1.894906 -5.810623 -0.457640 0.12 -0.05 0.02
H 0.562306 -6.429623 -1.450140 -0.03 -0.13 -0.09
O -0.885694 3.395077 -0.499340 0.17 0.05 -0.03
C -1.567894 2.635477 -1.412340 -0.69 0.55 0.01
O -0.842694 1.981977 -2.411540 1.09 -1.04 -0.23
C -2.753894 1.868577 -0.895440 -0.23 0.15 0.01
C -3.890894 2.552577 -0.482940 0.17 0.07 0.13
C -5.029794 1.787277 -0.163440 0.01 -0.20 -0.03
C -4.984594 0.428477 -0.301540 -0.17 -0.03 0.12
C -3.783194 -0.201723 -0.726740 -0.15 -0.12 0.09
N -2.671894 0.562377 -0.996140 -0.71 0.55 -0.05
C -3.577994 -1.582723 -0.978140 -0.77 -0.02 -0.02
O -4.618994 -2.468323 -0.794440 0.16 0.00 -0.02
O -2.513494 -2.041323 -1.409440 -0.82 -0.78 -0.02
H -0.204894 2.835677 -0.074040 -0.14 0.14 0.12
H -3.880894 3.625077 -0.392640 0.00 0.17 -0.04
H -5.939794 2.275677 0.160460 -0.03 -0.02 0.02
H -5.869194 -0.156123 -0.079740 -0.07 0.01 0.03
H -5.398694 -1.995623 -0.485640 0.07 0.05 0.02
C -1.759794 -1.623923 -4.274040 -0.27 -0.11 -0.01
C -1.717994 -2.040823 -5.761440 -0.08 0.00 -0.17
N -0.347694 -1.998023 -6.259640 0.06 -0.09 -0.26
C 0.479806 -2.871123 -5.436840 0.10 -0.09 -0.10
C 0.469506 -2.382323 -3.968940 0.15 -0.13 0.07
N -0.421994 -1.231523 -3.838140 0.05 0.10 0.05
C 0.051906 -0.144323 -4.690040 0.12 0.19 -0.06
C 0.152706 -0.633823 -6.153540 0.04 0.05 -0.15
H -2.090794 -2.432423 -3.623540 -0.09 0.04 -0.07
H -2.429794 -0.776223 -4.117040 -0.04 -0.01 0.08
H -2.310694 -1.368923 -6.388140 -0.07 -0.04 0.05
H -2.091494 -3.056823 -5.908840 -0.08 0.03 0.04
H 1.489306 -2.866423 -5.857040 0.00 -0.06 0.06
H 0.081706 -3.884123 -5.528640 0.05 -0.02 0.06
H 1.467406 -2.076923 -3.643740 0.00 -0.04 0.04
H 0.110606 -3.154323 -3.288340 0.07 -0.06 0.07
H 1.018706 0.193977 -4.310640 -0.03 0.08 0.01
H -0.657294 0.679477 -4.602240 0.06 0.05 0.08
H 1.186006 -0.627723 -6.510440 -0.02 0.04 0.00
H -0.439394 -0.009623 -6.828540 0.06 0.05 0.03
C -2.021394 5.441177 -3.122840 0.17 -0.31 -0.02
C -1.061294 4.292877 -3.449940 0.14 -0.04 0.07
C 0.331006 4.591777 -2.900640 -0.17 0.00 0.03
C -0.970494 4.080777 -4.964240 -0.08 0.02 0.32
C -1.661194 3.038177 -2.828640 -0.59 0.86 -0.04
H -1.661294 6.376677 -3.545940 0.01 0.12 -0.06
H -2.096994 5.542777 -2.042340 -0.04 0.12 0.11
H -3.012194 5.229877 -3.521940 -0.16 0.06 -0.04
H 0.781306 5.426977 -3.435740 0.00 0.10 -0.10
H 0.972506 3.721577 -3.007640 0.11 -0.07 0.01
H 0.264406 4.836877 -1.846440 0.13 0.03 0.01
H -0.498494 4.939077 -5.435740 0.06 0.12 -0.11
H -1.961294 3.951777 -5.391840 -0.16 -0.07 -0.14
H -0.376094 3.196577 -5.179840 0.11 -0.13 -0.11
H -2.570894 2.707777 -3.337740 0.00 0.01 -0.03
```
Forces are in eV/Å.

net charge	-1
HOMO energy (spin up / spin down)	-3.70 / -2.85	eV
relative energy (zero: lowest compared OMol25 entry of this formula, charge and spin)	23.0	kcal/mol
max |F|	3.09	eV/A
frontier orbital gap (spin up / spin down)	0.22138 / 0.18247	Ha

Record 3
This record from the OMol25 dataset describes a 2-piece molecular cluster, C3H6NO2S overall. The level of theory is the ωB97M-V functional and the def2-TZVPD basis.

```
13
Properties=species:S:1:pos:R:3:forces:R:3
C -1.679738 -1.119645 -0.259340 -0.51 1.67 0.58
C -0.726664 1.121362 -0.677594 -1.19 -2.12 -3.42
C 1.795505 -0.885205 0.603990 -0.09 4.32 -2.85
N -0.722885 -0.240153 -0.196445 1.50 0.03 1.13
O -1.374004 -2.333046 0.421737 -3.28 0.53 -0.36
O -2.807665 -0.950513 -0.706161 -1.01 -0.79 -0.32
S 2.851363 -0.926195 -0.621186 0.29 0.05 -0.03
H -1.435975 1.874091 -0.323153 -0.42 -0.39 0.26
H 0.244342 1.482546 -0.516591 1.54 0.84 0.36
H -0.800392 1.071087 -1.867473 -0.17 0.55 2.00
H 1.103911 -0.010642 0.728545 0.88 -1.12 0.40
H 1.696455 -1.718923 1.136389 -0.75 -3.19 2.57
H -0.490600 -2.462821 0.244189 3.21 -0.40 -0.33
```
Forces are in eV/Å.

net charge	-1
HOMO energy	-3.69	eV
relative energy (zero: lowest compared OMol25 entry of this formula, charge and spin)	59.5	kcal/mol
max |F|	5.18	eV/A
frontier orbital gap	0.25607	Ha

Record 4
This record from the OMol25 dataset describes C45H50AsBeN3O2SSi2 as an isolated structure. The level of theory is the ωB97M-V functional and the def2-TZVPD basis.

```
105
Properties=species:S:1:pos:R:3:forces:R:3
Be -0.999549 -0.302969 -0.987100 0.18 -0.13 -0.10
C -3.752478 -2.803837 1.133131 0.68 -0.12 -0.23
Si -2.051782 -3.007295 0.234959 -0.57 -0.50 -0.19
C -2.514585 -3.690143 -1.486681 0.24 0.33 0.53
C -1.133709 -4.510667 1.030273 -0.20 0.73 -0.16
N -1.213175 -1.527980 0.171719 -0.20 0.01 -0.19
C -0.563885 -0.946758 1.233769 -0.35 -0.38 0.28
C -0.703916 -1.335822 2.557316 -0.02 -0.05 0.17
C -0.014379 -0.696916 3.580242 0.17 -0.08 0.35
C 0.832279 0.349732 3.280105 0.10 -0.05 0.32
C 0.961791 0.777598 1.967091 -0.08 -0.01 0.09
C 0.287383 0.150949 0.924876 0.48 0.32 0.35
N 0.420182 0.472155 -0.404008 -0.24 -0.05 -0.23
Si 1.024973 1.951782 -1.029167 0.35 0.69 -1.10
C -0.090810 2.697740 -2.395222 0.20 -0.26 0.38
C 2.655103 1.638629 -2.020869 -0.47 0.06 0.52
C 1.442852 3.454177 0.099659 -0.06 -0.65 -0.02
H -4.390390 -3.679039 1.036124 -0.07 -0.25 -0.03
H -4.273250 -1.956929 0.695981 -0.07 0.21 -0.13
H -3.622267 -2.591306 2.189236 0.02 0.06 0.27
H -3.098422 -4.604570 -1.407868 -0.15 -0.19 0.22
H -1.628235 -3.907523 -2.072531 0.21 0.01 -0.11
H -3.093285 -2.966142 -2.044300 -0.18 0.23 -0.23
H -1.807789 -5.353522 1.165347 -0.24 -0.11 -0.03
H -0.696375 -4.277468 1.994203 0.13 0.08 0.26
H -0.328546 -4.835050 0.375467 0.08 -0.01 -0.13
H -1.377108 -2.151615 2.788240 -0.05 -0.05 0.07
H -0.146181 -1.029637 4.603889 0.04 -0.01 0.06
H 1.407268 0.834826 4.059712 -0.04 0.08 0.08
H 1.603391 1.614950 1.742539 0.15 0.08 0.00
H -0.734994 1.926512 -2.798564 -0.19 -0.29 -0.20
H 0.497727 3.103188 -3.215615 0.22 0.05 -0.11
H -0.734288 3.479942 -2.008410 -0.10 0.19 0.16
H 2.410044 1.253379 -3.005116 -0.06 -0.17 -0.22
H 3.322845 0.925313 -1.544677 0.12 -0.14 0.12
H 3.207677 2.565487 -2.165639 0.05 0.28 0.02
H 0.661457 3.552568 0.840353 -0.23 0.07 0.27
H 1.476999 4.373268 -0.483742 -0.04 0.02 -0.27
H 2.399890 3.358030 0.609531 0.19 -0.07 0.08
S -0.921817 -1.123993 -2.953574 -0.39 0.03 -0.12
C 0.730903 -1.074347 -3.493201 -0.02 -0.19 -0.03
C 0.945948 -0.610222 -4.797188 0.05 0.11 -0.02
C 2.203712 -0.570599 -5.352873 0.14 0.06 -0.18
C 3.297648 -1.016376 -4.624921 0.17 -0.01 -0.05
C 3.093251 -1.515373 -3.348183 0.33 -0.13 -0.05
C 1.834539 -1.559791 -2.768754 0.03 0.20 -0.06
As 1.574978 -2.297829 -0.975956 0.20 -0.35 -0.14
C 3.364943 -2.018560 -0.177816 0.15 0.05 -0.01
C 3.450985 -0.934284 0.691333 -0.22 0.07 -0.16
C 4.589058 -0.682598 1.433201 0.13 0.07 0.06
C 5.684530 -1.521552 1.319971 0.10 0.07 0.07
C 5.623735 -2.600667 0.454944 0.22 -0.12 0.03
C 4.475834 -2.851754 -0.281614 -0.07 -0.11 -0.25
C 1.911164 -4.185398 -1.470263 -0.13 -0.05 0.07
C 1.702037 -4.725189 -2.734608 0.00 0.33 -0.10
C 1.756237 -6.094262 -2.939945 -0.01 -0.25 -0.07
C 1.998085 -6.951212 -1.879977 -0.01 -0.20 -0.03
C 2.204089 -6.431779 -0.611013 0.05 -0.18 0.08
C 2.162370 -5.066175 -0.417197 0.04 0.25 0.12
H 0.086276 -0.262978 -5.352438 -0.05 0.05 -0.03
H 2.332432 -0.183790 -6.358676 0.03 0.01 0.00
H 4.295483 -0.959658 -5.047327 -0.01 -0.08 0.05
H 3.944301 -1.897858 -2.792587 -0.01 0.09 0.02
H 2.587570 -0.296068 0.797719 0.03 0.04 0.06
H 4.617108 0.162372 2.108557 -0.05 0.06 0.03
H 6.577678 -1.336219 1.905737 0.03 -0.02 -0.01
H 6.484019 -3.253526 0.359978 -0.01 -0.07 -0.04
H 4.450459 -3.714806 -0.939392 -0.01 0.04 0.02
H 1.489237 -4.062308 -3.566167 0.01 0.01 -0.01
H 1.599724 -6.509758 -3.928471 -0.04 0.07 -0.05
H 2.007019 -8.024083 -2.032935 0.03 -0.01 -0.04
H 2.375398 -7.101507 0.224569 0.03 0.04 0.02
H 2.317795 -4.647724 0.572775 -0.04 -0.11 0.05
C 0.796508 4.815635 3.949161 -0.07 -0.05 -0.04
C -0.474512 4.107389 3.564230 -0.04 -0.10 0.28
C -0.850058 2.967053 4.262923 0.09 0.16 -0.01
C -1.981515 2.261567 3.898711 -0.08 0.04 0.02
C -2.768436 2.710007 2.863390 0.02 0.06 -0.03
C -2.405412 3.848814 2.147383 0.06 -0.02 0.72
N -3.254387 4.333015 1.162035 0.15 0.65 -0.26
C -4.139960 3.592135 0.397479 -0.21 -0.25 -0.20
C -5.399921 4.146235 0.142385 0.01 0.05 0.06
C -6.362980 3.448155 -0.558430 -0.03 0.06 -0.09
C -6.092890 2.165833 -1.009081 -0.15 -0.04 -0.07
C -4.828214 1.636117 -0.823442 -0.10 -0.02 0.04
C -3.829969 2.335225 -0.159352 0.17 0.09 -0.04
C -2.397878 1.808887 -0.255241 -0.27 0.42 0.09
O -1.499752 2.516037 0.182580 0.27 0.13 -0.02
O -2.282783 0.712420 -0.877381 -0.42 -0.40 -0.34
C -1.249974 4.558864 2.499337 -0.26 -0.03 -0.29
C -0.843644 5.752493 1.676957 -0.08 -0.19 0.17
H 1.189285 4.402410 4.876431 0.03 0.00 0.05
H 0.643254 5.888820 4.085231 0.06 0.01 -0.02
H 1.549093 4.667473 3.173221 0.12 0.10 -0.05
H -0.231975 2.612150 5.074618 0.08 -0.04 0.06
H -2.247846 1.358443 4.424511 -0.01 -0.14 0.04
H -3.662305 2.175098 2.582558 -0.09 -0.10 -0.04
H -3.285614 5.333232 1.043453 -0.06 -0.18 0.03
H -5.620920 5.139757 0.517647 0.02 0.00 0.09
H -7.325098 3.908801 -0.752344 -0.02 -0.02 0.05
H -6.855021 1.600514 -1.528056 -0.01 -0.05 -0.05
H -4.565447 0.667431 -1.221070 0.05 -0.06 -0.06
H -1.106297 5.575665 0.634653 0.03 0.07 -0.09
H 0.230579 5.900333 1.732826 0.07 0.11 -0.07
H -1.335097 6.668830 2.024718 0.01 0.07 -0.08
```
Forces are in eV/Å.

net charge	-2
HOMO energy	-0.74	eV
max |F|	1.35	eV/A
frontier orbital gap	0.18816	Ha